1.
{"formula": "C33H43CrN5P2", "method": "ωB97M-V/def2-TZVPD", "lumo_energy_ha": [-0.0010, -0.0122], "fmax_ev_per_a": 3.474, "e_tot_ev": -89364.3879, "charge": 0, "homo_ev": [-6.354, -6.335], "de_lowest_kcal_mol": 0.00, "spin_multiplicity": 5, "symbols": ["Cr", "C", "C", "C", "C", "C", "C", "C", "C", "C", "H", "H", "H", "H", "H", "H", "H", "H", "H", "H", "H", "H", "H", "H", "H", "P", "P", "N", "N", "N", "N", "C", "C", "C", "C", "C", "C", "C", "C", "C", "C", "C", "C", "C", "C", "C", "C", "C", "C", "H", "H", "H", "H", "H", "H", "H", "H", "H", "H", "H", "H", "H", "H", "H", "H", "H", "H", "H", "H", "C", "C", "C", "C", "C", "C", "N", "H", "H", "H", "H", "H", "H", "H", "H"], "xyz": [[-1.47622, -1.41415, 1.27866], [2.38750, 0.79517, -5.18683], [2.91942, 0.93639, -3.96573], [3.50107, 2.20429, -3.43822], [2.66376, 3.49050, -3.77191], [1.17673, 3.33313, -3.57449], [0.33230, 2.89742, -4.52370], [0.73457, 2.63734, -5.96391], [2.08969, 1.90080, -6.17751], [-3.32731, -0.91724, 2.11987], [2.16588, -0.20155, -5.61130], [3.15075, 0.03241, -3.39001], [4.52429, 2.35041, -3.84622], [3.65093, 2.12488, -2.34641], [3.06883, 4.33153, -3.17368], [2.83055, 3.72393, -4.83224], [0.79563, 3.68728, -2.59851], [-0.75890, 2.89233, -4.33872], [0.77310, 3.59513, -6.52280], [-0.05872, 2.05709, -6.46111], [2.10975, 1.48610, -7.20749], [2.90251, 2.64106, -6.12526], [-3.87967, -1.88030, 2.10340], [-3.91554, -0.14844, 1.61072], [-3.12248, -0.61319, 3.16010], [-1.34323, 1.09431, 1.21628], [0.89727, -1.13319, 0.82706], [-2.54407, 1.74654, 0.08578], [-1.49912, 2.14288, 2.61823], [0.95404, -1.69847, -0.81081], [2.16031, -2.07433, 1.55480], [0.22803, 1.57762, 0.45141], [1.40610, 0.60408, 0.78841], [-3.47849, 0.92671, -0.56672], [-4.24016, 1.70425, -1.41491], [-3.77895, 3.06139, -1.30622], [-2.74526, 3.05630, -0.36464], [-2.62176, 2.17332, 3.46424], [-2.36202, 3.04535, 4.51727], [-1.04306, 3.57715, 4.32272], [-0.53528, 2.99967, 3.16977], [-0.02432, -2.48725, -1.44078], [0.21576, -2.46373, -2.80248], [1.34195, -1.61186, -3.03811], [1.77792, -1.17114, -1.79689], [3.41643, -2.38155, 1.00506], [4.16207, -3.06014, 1.96715], [3.33907, -3.18444, 3.13961], [2.13346, -2.58569, 2.85828], [0.51083, 2.60245, 0.73328], [0.03144, 1.59817, -0.63522], [2.22949, 0.76511, 0.07441], [1.80973, 0.78188, 1.80541], [-3.51493, -0.13844, -0.37666], [-5.02221, 1.34592, -2.07251], [-4.15738, 3.90689, -1.86028], [-2.11945, 3.86156, -0.01079], [-3.46973, 1.53002, 3.28114], [-3.02986, 3.26570, 5.33483], [-0.53605, 4.27925, 4.97470], [0.44140, 3.08287, 2.71397], [-0.78192, -3.01726, -0.87322], [-0.32928, -2.99233, -3.57310], [1.76908, -1.34760, -3.99612], [2.58861, -0.51197, -1.51967], [3.65151, -2.12248, -0.01275], [5.16754, -3.42163, 1.85504], [3.63277, -3.65110, 4.07441], [1.21953, -2.52559, 3.44391], [-0.93272, -1.59175, 4.99035], [-1.14822, -2.79183, 4.18585], [-1.20576, -4.12162, 4.68644], [-1.50399, -4.96786, 3.59029], [-1.60882, -4.13018, 2.44446], [-1.95868, -4.48405, 1.08247], [-1.38731, -2.82783, 2.82455], [-1.79166, -0.90377, 5.03992], [-0.03137, -1.02976, 4.70356], [-0.78176, -1.97241, 6.00888], [-1.00854, -4.34931, 5.72469], [-1.62596, -6.04788, 3.54837], [-1.11805, -5.01950, 0.62203], [-2.78690, -5.19898, 1.11972], [-2.25648, -3.65483, 0.40642]], "forces_ev_per_a": [[-0.54, 0.69, 2.44], [-0.12, -0.34, -0.29], [0.60, -0.66, -1.12], [-0.06, 0.94, 0.40], [0.46, -0.11, -0.10], [-0.46, 0.19, 0.21], [0.00, 0.91, 0.16], [-0.05, -0.39, -0.21], [0.37, 0.23, -0.23], [-0.26, -0.44, -0.36], [0.00, 0.43, 0.68], [-0.13, 0.48, -0.37], [-0.46, -0.12, 0.12], [-0.20, 0.06, -0.30], [-0.32, -0.40, -0.29], [0.10, 0.30, 0.69], [-0.01, -0.51, -0.52], [0.75, -0.11, 0.10], [-0.02, -0.34, 0.32], [0.19, 0.11, 0.24], [-0.04, 0.21, 0.59], [-0.27, -0.44, -0.36], [0.11, 0.55, 0.23], [-0.18, -0.11, 0.35], [-0.19, -0.31, -0.31], [-1.48, 0.33, -0.66], [0.00, -2.16, -0.20], [0.03, -0.06, 0.22], [-0.10, -0.17, 0.10], [0.09, 0.58, -0.45], [0.47, 0.14, -0.14], [0.87, 0.47, -0.03], [0.43, 0.61, -0.10], [-0.04, 0.65, -0.45], [0.72, -0.03, 0.38], [1.05, -0.80, 1.16], [-0.70, -0.32, -0.82], [0.71, 0.54, 0.67], [0.27, -0.68, -1.30], [-0.07, -0.76, -0.80], [-0.38, 0.13, 0.46], [0.46, 0.30, -0.55], [0.17, 0.26, 0.69], [0.10, -0.08, 1.16], [-0.56, -0.39, -0.77], [0.38, -0.41, 1.19], [-1.32, 0.83, -0.57], [-0.20, 0.47, -0.61], [0.01, -0.05, 0.12], [0.02, -0.25, -0.24], [0.05, -0.18, 0.35], [-0.22, 0.05, 0.37], [-0.22, 0.02, -0.40], [0.03, 0.28, -0.02], [0.12, 0.01, 0.19], [0.09, 0.03, 0.17], [-0.08, -0.04, 0.06], [0.07, 0.18, -0.10], [-0.02, -0.02, -0.10], [-0.02, -0.18, -0.23], [-0.18, 0.13, 0.12], [0.31, 0.10, -0.08], [-0.06, 0.04, 0.25], [-0.16, -0.23, 0.31], [-0.14, -0.13, -0.13], [0.02, 0.00, 0.01], [0.08, -0.05, -0.13], [-0.25, 0.07, -0.26], [0.20, -0.03, -0.14], [0.17, 0.58, 0.79], [-0.51, -2.57, -0.94], [0.14, 1.43, -0.92], [-0.07, 0.69, -1.28], [0.48, 0.48, 3.41], [-0.07, -1.07, -1.23], [0.18, -0.06, -0.39], [0.23, -0.09, -0.20], [-0.17, 0.12, 0.05], [0.11, 0.41, -0.06], [-0.14, -0.26, -0.08], [0.03, 0.26, 0.25], [-0.14, 0.13, -0.34], [-0.06, 0.15, -0.33], [0.00, -0.19, 0.47]], "mulliken_spin": [4.080, 0.000, 0.000, 0.000, 0.000, 0.000, 0.000, 0.000, 0.000, -0.116, 0.000, 0.000, 0.000, 0.000, 0.000, 0.000, 0.000, 0.000, 0.000, 0.000, 0.000, 0.000, 0.000, 0.009, 0.023, -0.059, 0.033, -0.012, 0.007, 0.012, 0.008, -0.002, -0.045, 0.034, 0.024, 0.001, -0.001, 0.009, 0.001, -0.001, -0.003, 0.018, 0.030, 0.002, 0.005, 0.004, 0.000, 0.004, 0.029, -0.005, 0.026, -0.001, 0.001, -0.037, 0.000, 0.000, -0.001, -0.002, 0.000, 0.000, 0.000, -0.036, 0.001, 0.001, 0.000, 0.000, 0.000, 0.000, -0.008, 0.041, -0.020, 0.019, 0.002, 0.056, 0.032, -0.146, -0.004, -0.013, 0.000, 0.002, 0.000, 0.003, 0.003, -0.006]}

***

2.
{"formula": "C33H43F3N4O4S5Si2Zr", "method": "ωB97M-V/def2-TZVPD", "lumo_energy_ha": -0.0344, "fmax_ev_per_a": 0.858, "e_tot_ev": -128439.3905, "charge": 0, "homo_ev": -7.261, "de_lowest_kcal_mol": 60.16, "symbols": ["Zr", "S", "C", "N", "C", "C", "N", "C", "C", "C", "C", "C", "C", "C", "C", "S", "C", "C", "C", "C", "C", "C", "C", "H", "H", "H", "H", "H", "H", "H", "H", "H", "H", "H", "H", "H", "H", "H", "H", "H", "H", "C", "Si", "C", "C", "N", "C", "C", "C", "C", "C", "C", "N", "Si", "C", "C", "C", "H", "H", "H", "H", "H", "H", "H", "H", "H", "H", "H", "H", "H", "H", "H", "H", "H", "H", "H", "H", "H", "H", "F", "C", "F", "F", "S", "O", "O", "O", "C", "O", "C", "S", "S", "H", "H", "H"], "xyz": [[-0.59871, 2.30380, 1.15843], [0.73693, -0.81113, 1.95193], [1.22022, -1.29215, 0.45330], [1.09487, -2.52715, -0.04873], [1.67133, -2.86319, -1.34169], [3.01575, -2.19847, -1.46061], [2.84073, -0.76316, -1.27081], [3.68237, 0.10819, -2.10835], [3.19521, 0.14628, -3.53540], [2.08861, 0.91909, -3.88401], [1.62361, 0.91715, -5.19058], [2.25313, 0.14740, -6.15955], [3.36202, -0.61544, -5.82259], [3.82964, -0.61131, -4.51563], [1.90731, -0.28037, -0.44991], [1.53369, 1.33203, -0.38415], [0.56091, -3.64025, 0.74073], [1.65023, -4.60889, 1.13001], [1.56950, -5.94570, 0.76005], [2.57584, -6.83815, 1.10675], [3.67795, -6.39460, 1.82140], [3.76706, -5.05845, 2.19278], [2.75905, -4.17023, 1.85163], [1.01618, -2.53761, -2.15560], [1.77641, -3.94502, -1.39466], [3.41664, -2.34971, -2.46175], [3.72094, -2.60487, -0.72944], [4.69647, -0.29595, -2.06193], [3.68910, 1.09681, -1.66066], [1.59788, 1.53269, -3.13797], [0.77307, 1.53694, -5.44519], [1.88689, 0.15329, -7.17811], [3.86779, -1.20558, -6.57563], [4.70978, -1.19115, -4.25710], [-0.19704, -4.15076, 0.14231], [0.06815, -3.21613, 1.61221], [0.70900, -6.29290, 0.19874], [2.49912, -7.87757, 0.81537], [4.46561, -7.08527, 2.09251], [4.62171, -4.71011, 2.75844], [2.82303, -3.13160, 2.15689], [-1.11212, -0.02412, -2.10857], [-2.39091, -0.16980, -0.74053], [-2.45568, -1.97569, -0.20222], [-4.05306, 0.24777, -1.54060], [-1.97214, 0.80352, 0.64169], [-2.87543, 0.89441, 1.72912], [-4.21162, 0.47512, 1.66615], [-5.06854, 0.61383, 2.74469], [-4.62981, 1.20592, 3.91413], [-3.31712, 1.63313, 4.01001], [-2.41753, 1.45110, 2.95613], [-1.05719, 1.82153, 3.04936], [-0.22454, 1.76909, 4.59873], [-0.74394, 3.20435, 5.70613], [1.62756, 1.82914, 4.38719], [-0.65324, 0.13074, 5.41136], [-0.21899, -0.62632, -1.94232], [-0.78182, 1.00033, -2.29489], [-1.58410, -0.39113, -3.02577], [-2.38386, -2.65653, -1.05600], [-3.38693, -2.20131, 0.32210], [-1.63764, -2.18643, 0.48837], [-3.92651, 0.32651, -2.62335], [-4.48159, 1.18639, -1.19071], [-4.78172, -0.54446, -1.35015], [-4.59315, 0.02604, 0.76249], [-6.09009, 0.26476, 2.65925], [-5.29987, 1.33886, 4.75374], [-2.97543, 2.10626, 4.92042], [-1.32057, 3.94487, 5.14810], [0.13298, 3.70968, 6.11735], [-1.35535, 2.86679, 6.54636], [1.98430, 1.19458, 3.57608], [2.06761, 1.47327, 5.32440], [1.99748, 2.83619, 4.20275], [-1.72301, 0.01385, 5.58626], [-0.14467, 0.06076, 6.37734], [-0.32195, -0.71001, 4.79711], [-0.64557, 4.67244, 2.07063], [0.66126, 5.11075, 2.13630], [1.14912, 3.07142, 1.76755], [0.91456, 5.06727, 3.40160], [-1.58316, 4.24016, -0.88800], [-1.59669, 5.64333, -1.11024], [-0.26808, 3.59230, -0.84868], [-2.29975, 3.71334, 0.29170], [-2.19616, 3.17834, -6.18058], [-2.65294, 3.11655, -4.82657], [-1.84974, 3.58193, -3.86997], [-0.36953, 4.20701, -4.07089], [-2.75035, 3.32122, -2.37384], [-3.00250, 2.75289, -6.76949], [-1.28330, 2.59638, -6.29759], [-2.00499, 4.21088, -6.46704]], "forces_ev_per_a": [[-0.17, 0.40, -0.74], [0.05, -0.02, -0.08], [-0.04, 0.06, 0.07], [-0.02, -0.10, 0.19], [-0.04, -0.02, -0.08], [0.03, -0.01, 0.01], [0.05, 0.21, 0.04], [0.01, -0.09, 0.00], [-0.02, -0.01, -0.04], [-0.01, 0.02, -0.05], [0.00, 0.01, 0.05], [0.02, -0.01, 0.00], [-0.04, 0.03, 0.00], [0.01, 0.00, 0.04], [-0.05, -0.16, -0.05], [0.02, 0.04, -0.13], [-0.05, -0.04, -0.11], [0.03, -0.03, 0.01], [-0.02, 0.02, 0.00], [0.04, 0.00, 0.02], [-0.03, 0.00, -0.02], [-0.01, 0.03, 0.00], [0.00, 0.00, 0.01], [-0.02, 0.00, 0.02], [0.02, -0.01, 0.01], [0.01, -0.01, 0.00], [0.00, 0.01, 0.01], [-0.03, -0.01, -0.01], [0.00, 0.04, 0.01], [0.02, -0.02, -0.02], [0.01, -0.01, -0.01], [0.01, -0.01, 0.00], [0.00, 0.00, 0.00], [0.00, 0.00, -0.01], [0.02, 0.03, -0.03], [0.04, 0.00, 0.03], [0.00, 0.00, 0.00], [0.00, 0.00, 0.00], [-0.01, -0.01, 0.00], [0.00, 0.00, 0.00], [-0.01, 0.01, 0.00], [0.03, 0.06, -0.02], [0.01, -0.27, -0.03], [-0.05, 0.06, -0.01], [0.05, 0.00, -0.06], [0.01, -0.19, -0.04], [-0.11, -0.09, 0.03], [0.02, 0.08, 0.16], [-0.09, -0.11, -0.21], [0.12, 0.14, 0.22], [-0.10, -0.06, -0.14], [-0.23, -0.06, -0.05], [-0.03, 0.03, 0.28], [0.04, -0.11, 0.16], [-0.02, -0.03, -0.01], [0.03, 0.02, -0.02], [0.02, 0.07, 0.02], [0.00, -0.02, 0.04], [-0.03, 0.01, 0.02], [0.01, 0.00, 0.01], [0.00, 0.02, -0.01], [0.01, 0.01, 0.01], [-0.01, 0.03, -0.02], [-0.03, 0.01, 0.02], [0.02, 0.02, 0.02], [0.00, 0.01, -0.01], [0.01, -0.01, 0.01], [0.01, 0.00, 0.00], [-0.01, -0.01, -0.02], [0.03, 0.00, 0.01], [0.02, 0.01, 0.00], [-0.01, -0.02, -0.01], [-0.01, 0.01, -0.01], [-0.02, -0.02, 0.02], [0.01, 0.01, -0.01], [-0.02, 0.02, -0.01], [0.00, 0.00, 0.00], [0.00, -0.01, -0.01], [0.01, 0.02, -0.01], [0.29, 0.37, 0.20], [-0.30, 0.31, -0.02], [0.32, -0.25, 0.01], [-0.02, -0.04, 0.03], [-0.05, 0.21, -0.24], [-0.09, -0.03, 0.09], [0.46, -0.31, 0.07], [-0.11, -0.14, 0.42], [0.00, -0.02, -0.03], [-0.05, -0.02, 0.02], [0.04, 0.02, -0.01], [-0.01, 0.00, 0.02], [-0.04, -0.04, 0.03], [-0.01, 0.01, 0.00], [0.01, 0.02, -0.01], [0.01, 0.00, 0.00]], "mulliken_charge": [1.738, -0.144, 0.206, 0.528, -1.020, -0.433, 0.226, -1.893, 0.715, -0.128, -0.278, -0.491, -0.640, -0.429, -0.497, -0.238, -1.380, 0.411, -0.207, -0.636, -0.403, -0.789, -0.210, 0.176, 0.575, 0.447, 0.284, 0.529, 0.694, 0.398, 0.243, 0.397, 0.377, 0.415, 0.385, 0.619, 0.399, 0.393, 0.386, 0.417, 0.490, 0.130, -0.098, -0.833, -1.553, 1.235, 0.667, -0.921, -1.175, -0.914, -0.785, 0.678, 0.537, 0.591, -1.456, -1.004, -1.101, -0.559, -0.320, 0.605, 0.381, 0.492, -0.067, 0.371, 0.445, 0.506, 0.288, 0.405, 0.406, 0.371, 0.350, 0.371, 0.433, 0.167, 0.417, 0.251, 0.372, 0.390, 0.190, -0.045, -0.242, -0.527, -0.050, 0.889, -0.538, -0.685, -0.541, -0.697, -0.309, 0.395, -0.194, -0.173, 0.261, 0.189, 0.377]}